Entry 1:
96
Properties=species:S:1:pos:R:3:forces:R:3 method="wB97M-V/def2-TZVPD" e_homo_ev=-8.1385 relative_energy_kcal_mol=0.0 orbital_gap_ev=8.659 smiles="COCCNCCOC.COCCNCCOC.NC(N)=O.OCCO.OCCO.OCCO.OCCO"
C 0.40459 -8.32452 -3.69560 -0.23 -0.04 -0.36
O 2.31347 5.21943 -5.72592 -0.12 0.29 -0.02
H 0.04600 3.60316 0.44479 0.47 0.14 0.23
C -2.30843 5.08468 3.76054 0.55 0.05 0.83
H -1.24703 3.11340 -5.53297 -0.28 0.01 0.03
H 1.46931 5.26289 -1.76947 -0.65 -0.25 -0.33
H -2.99941 -5.01097 7.27841 -0.04 -0.05 0.00
O -0.99384 -1.39013 2.41798 -0.41 0.18 0.13
H -1.88641 -3.93696 1.25014 0.45 0.29 0.02
H -1.26539 -7.23434 -0.36682 -0.09 -0.29 0.19
O -3.03753 -1.63386 5.64408 0.21 -0.01 -0.10
H -0.28059 1.15447 -4.16419 0.14 0.06 -0.02
C 0.37800 -8.13017 -1.37840 0.31 0.22 0.51
H 0.27514 -5.57993 -1.14363 -0.03 0.04 0.03
H 2.43288 -0.39818 2.16574 0.05 0.30 0.09
H -1.77713 0.03528 -2.17279 -0.20 0.34 -0.27
H 1.85314 1.89602 -0.36268 -0.04 -0.11 0.01
N -0.54871 0.75537 1.81160 -0.52 -0.78 -0.18
H -1.10718 -4.19369 6.69912 0.00 0.04 -0.38
C -1.13971 0.79001 -1.70133 0.21 -0.33 0.47
C 2.73429 0.19499 0.14773 0.34 -0.81 -0.68
H 1.64540 2.14498 -4.81889 -0.27 -0.15 -0.05
O 1.75187 3.19396 -1.56263 -0.49 0.22 -0.10
C 3.41115 6.10081 -5.70618 -0.48 0.68 -0.66
C -0.09783 -5.08567 0.78308 -0.50 1.31 -1.16
H 0.06711 -9.36480 -3.61880 0.34 -0.11 -0.01
H -0.05878 -5.46647 1.80184 0.01 -0.32 -0.09
C -1.50048 -4.56659 0.43095 -0.81 0.04 1.81
C -1.07882 1.82205 -3.82237 -0.20 0.58 -0.12
H 4.27786 5.66277 -6.20849 0.22 -0.12 0.43
H -0.01434 -7.93497 -4.62452 -0.17 0.24 0.21
H 0.48021 3.59871 3.75888 -0.01 -0.29 -0.12
H -1.84707 1.33521 3.76845 -0.23 0.10 0.58
C -1.14278 -0.18718 2.62001 1.03 0.66 0.35
O -1.01869 2.00103 -2.41947 -0.18 -0.23 -0.32
O -0.09473 5.69897 0.34072 -0.20 -0.58 0.09
H -1.09704 -2.06010 -1.66943 0.17 -0.46 -0.26
H 2.34797 -0.69404 -0.37523 -0.39 0.08 0.08
H -3.60826 -1.91244 6.36698 -0.13 -0.06 -0.14
O 1.73737 1.17464 0.29079 0.33 0.23 -0.03
H 3.61182 -1.34309 1.32809 0.26 0.10 -0.19
H -2.69411 5.93540 4.33432 0.08 0.25 -0.24
H 0.11491 -9.19150 -1.28650 -0.23 0.02 -0.03
H 0.98983 2.98306 -2.13439 0.24 -0.14 -0.21
O -1.57164 -3.85691 -0.77420 0.52 -0.48 -0.86
C 1.41375 4.46622 -1.01837 1.06 0.44 0.59
H 0.50428 -4.17050 0.75155 0.34 -0.28 0.29
H 3.05865 4.01153 -4.21686 -0.40 0.01 0.09
H 4.78619 0.03493 2.61957 0.01 0.12 0.04
H 0.32598 4.73140 -4.59716 0.14 0.02 0.11
H 3.60353 6.51166 -4.71218 0.35 -0.45 0.16
H -1.77962 -1.97317 -0.07969 0.32 0.23 0.28
H -0.25147 5.49155 4.40473 -0.18 0.12 -0.65
H 3.42021 3.49853 -5.83607 -0.34 -0.20 -0.12
H -2.25483 -5.35806 0.45866 0.18 -0.23 -0.78
H -1.55693 1.02198 -0.72265 0.08 0.00 0.01
H 0.15694 0.39898 1.18401 -0.07 0.38 0.00
H -2.20177 -3.20276 4.56639 -0.03 -0.03 0.04
H 3.56994 0.48970 -0.49610 0.00 0.47 0.21
C -0.17889 -7.30885 -0.21872 -0.34 -0.23 -1.08
C -0.98456 3.20688 -4.46914 0.70 -0.67 0.00
H -2.02093 1.35039 -4.12325 -0.12 0.00 0.17
H -0.46374 1.71407 2.09460 0.05 0.08 0.14
O -0.47873 3.52672 3.71804 0.14 0.31 0.05
H -1.05814 -2.10648 5.38652 -0.05 0.01 -0.31
H 1.49230 -8.24537 -3.79774 0.05 -0.24 0.22
H 0.01928 -7.88040 0.68957 0.10 0.35 0.23
H -0.67041 4.14384 -1.00365 -0.26 0.54 0.05
H -2.98417 5.30173 2.01275 0.29 0.19 -0.55
O -2.09877 5.38072 2.38529 -0.78 -0.12 0.53
H -0.07403 -2.44904 -0.25896 0.05 -0.10 0.00
O -3.16286 -4.09946 7.03421 -0.04 0.10 -0.31
H -1.69585 -2.79739 7.56611 0.09 0.11 -0.12
H -1.08375 4.46304 5.45923 -0.57 -0.11 -0.14
N -1.78720 0.33939 3.71002 0.37 -1.10 -1.08
C 1.34195 3.11575 -5.21751 0.45 0.19 0.54
C -1.07020 -2.53749 -0.69268 -0.95 0.41 0.41
H -1.66706 3.88416 -3.95864 -0.16 -0.07 -0.08
H -0.16449 0.31030 -1.55179 0.06 0.14 -0.01
H 3.13775 6.96763 -6.31428 -0.13 -0.10 -0.02
O -0.07968 -7.59428 -2.59779 -0.08 0.15 -0.11
C 2.61733 3.94184 -5.22320 0.42 -0.05 -0.11
C -2.01829 -2.62262 5.47145 0.04 -0.07 0.61
H -0.54975 5.50284 1.17039 -0.19 0.41 -0.02
H -2.16242 -0.35940 4.33254 -0.49 0.69 0.33
C 0.09636 4.43293 -0.26893 0.04 -0.23 -0.75
H -3.05711 4.30136 3.90907 0.17 -0.27 -0.26
C 3.26945 -0.31000 1.45874 -0.25 -0.29 0.28
H 2.22399 4.79153 -0.35662 -0.07 -0.52 0.31
N 0.42322 -5.98956 -0.22823 0.56 -0.45 0.65
N 0.36497 3.75186 -4.33704 -0.10 0.08 0.06
O 4.31446 0.52624 1.94131 -0.12 -0.09 0.04
C -1.91935 -3.46297 6.72222 0.03 -0.14 0.70
C -0.99110 4.68251 4.38592 0.32 -0.27 0.51
H 0.92571 2.97828 -6.22235 0.22 0.00 -0.18
H 1.47349 -8.06752 -1.32259 0.05 -0.02 -0.11

=====

Entry 2:
14
Properties=species:S:1:pos:R:3:forces:R:3 method="wB97M-V/def2-TZVPD" e_homo_ev="-7.2086 / -7.0899" relative_energy_kcal_mol=165.7 orbital_gap_ev="6.494 / 6.223"
H -1.64845 -0.61347 -0.57627 0.70 0.72 0.93
N 1.76153 -0.41272 -2.88754 -1.33 3.22 -0.85
C -0.38021 0.13819 0.95807 2.31 1.00 0.50
C -1.53582 0.30291 1.95291 1.94 -0.75 0.12
H 2.29536 0.36295 -3.28762 0.20 -1.27 -0.11
H 2.14185 -1.24016 -2.56897 1.45 -1.80 0.61
H -1.07109 0.19522 2.99570 -0.94 0.06 -1.50
N -0.71505 -0.18247 -0.38527 -2.80 -1.34 1.08
H -1.94102 1.29156 1.83525 -0.40 0.41 0.16
N 0.01007 -0.43432 -1.37778 0.36 0.36 -0.84
Cl 1.63029 0.62934 2.68329 -0.33 0.42 0.73
H -2.28548 -0.45201 1.73948 -0.34 -0.09 0.40
C 1.00369 0.31053 1.13832 -1.58 -1.08 -1.81
C 0.73433 0.10445 -2.21957 0.78 0.15 0.57

=====

Entry 3:
11
Properties=species:S:1:pos:R:3:forces:R:3 method="wB97M-V/def2-TZVPD" e_homo_ev=-8.5029 relative_energy_kcal_mol=122.6 orbital_gap_ev=8.680 smiles="C=CN(O)C=S"
H 1.03024 -1.60677 0.00960 1.38 -2.14 0.49
N 0.04816 -0.22827 -0.61224 -3.27 1.69 0.44
C -0.62658 1.92608 -1.35819 -2.29 0.19 1.19
H -0.37744 -0.92823 -2.29750 -3.86 -1.70 -1.59
C 0.44765 -0.87033 0.46866 1.11 -0.22 -0.38
H -1.75987 0.78147 0.45657 2.75 0.19 -2.55
H -1.25395 2.90063 -1.25264 0.80 -2.03 0.03
O 0.38099 -0.58996 -1.95687 3.83 1.70 3.61
H 0.04580 2.11574 -2.36769 -1.27 -1.55 3.20
C -0.91359 0.83442 -0.43123 1.17 3.96 -3.49
S 0.34283 -0.51789 2.08231 -0.35 -0.10 -0.95

=====

Entry 4:
56
Properties=species:S:1:pos:R:3:forces:R:3 method="wB97M-V/def2-TZVPD" multiplicity=4 e_homo_ev="-7.0899 / -7.3229" s2=3.80 orbital_gap_ev="7.318 / 7.287"
N -0.85117 -1.72225 0.26854 -0.03 -0.42 0.06
N -2.01468 1.28679 -0.98492 -0.21 0.09 -0.22
H 0.55345 -1.74615 2.45795 0.03 -0.03 -0.02
C 2.52157 -0.26582 -1.19297 -0.18 0.06 0.11
H -2.55063 -2.96947 0.55765 0.00 -0.13 -0.03
C -1.98393 -1.85341 3.14558 0.04 0.08 -0.05
C 2.70950 -4.40826 -0.35879 0.03 0.09 -0.01
H 2.36112 5.45846 2.14091 0.00 -0.01 -0.02
H 1.10663 2.88296 -1.73454 -0.03 0.01 0.00
N 1.39853 -0.93560 -0.53698 0.32 -0.24 -0.42
C -0.30693 -4.08243 0.28228 0.09 -0.09 -0.03
H 2.63363 2.66743 -0.87850 0.04 0.01 0.02
C 1.80211 -5.41405 -0.09045 0.04 -0.07 0.00
H -2.60539 -0.22830 1.85815 -0.01 -0.04 -0.02
H 3.42187 -2.47964 -0.65692 0.02 0.00 -0.01
C -0.94123 -0.90345 3.75262 -0.06 -0.01 -0.09
H 1.21639 -0.71738 3.69379 0.04 0.04 0.02
C 2.00243 4.46593 2.39388 -0.01 -0.04 -0.06
Cr -0.08844 0.12650 0.10940 -0.22 -0.11 0.15
H -2.72807 -2.05738 3.91810 -0.01 -0.01 0.00
H -2.83969 -1.45025 -0.23665 0.00 0.06 -0.05
C 1.90653 4.19907 3.74748 0.02 0.06 0.02
C 0.86974 1.47712 2.37693 0.02 0.04 -0.08
H -1.50694 -2.81572 2.92352 -0.01 0.03 0.00
H 3.26059 0.06206 -0.45185 0.03 -0.02 0.02
C 2.52066 -3.03998 -0.45270 -0.01 -0.09 0.03
H 3.73205 -4.73368 -0.52122 0.01 0.02 -0.01
H 0.73189 1.07773 4.44185 0.01 0.02 0.00
N 0.48537 0.26555 2.00221 -0.10 0.01 0.31
H 1.14070 0.62824 -2.56717 0.01 0.00 -0.02
C 1.46405 3.01426 4.31511 -0.02 -0.07 0.01
H -1.33520 -4.28045 0.53434 -0.07 0.01 0.02
H -3.77934 -1.51424 1.97638 -0.02 0.02 0.03
N 1.01016 1.74607 0.06042 0.39 0.47 0.02
C -2.26707 -1.92224 0.56507 0.14 0.08 0.09
H 1.84938 4.14295 0.34098 0.01 0.02 0.00
H 3.02016 -0.95518 -1.87377 0.01 -0.06 -0.06
C 1.69766 2.17077 -1.14934 -0.04 -0.14 0.07
H -1.37637 0.09694 3.83782 0.00 -0.01 0.04
C 0.45725 -5.23137 0.18704 -0.09 0.06 0.03
H 2.17478 -6.43053 -0.08389 -0.01 0.01 0.00
C 1.70158 3.66873 1.30166 0.05 0.03 0.09
H -0.09764 -6.14478 0.37780 -0.02 0.02 0.00
C -2.70806 -1.31507 1.89702 0.10 0.04 0.04
C 0.01374 -2.71684 0.10979 0.02 0.23 -0.07
C 1.01948 1.84213 3.73351 0.03 0.07 0.03
H 2.20004 4.98780 4.42872 -0.01 0.00 -0.02
O -1.80453 1.27441 0.24950 -0.15 0.03 0.25
C 1.36869 -2.24072 -0.31519 -0.10 0.10 0.07
H 2.78550 1.21801 -2.73625 0.03 0.01 -0.02
O -1.16694 0.58907 -1.59666 0.11 -0.02 -0.19
C 2.02450 0.93922 -2.00642 -0.10 -0.04 0.14
H -0.72168 -1.23583 4.77114 0.00 -0.03 -0.01
H 1.46447 2.99974 5.40041 -0.02 -0.02 0.00
C 1.19640 2.35843 1.22280 -0.09 -0.15 -0.09
C 0.38838 -0.80877 2.98749 0.01 0.04 -0.09

=====

Molar mass, respectively: 574.7 131.6 103.1 444.5 u.